No. 1
15
Properties=species:S:1:pos:R:3:mulliken_charge:R:1 method="wB97M-V/def2-TZVPD" homo_ha="-0.342 / -0.330" homo_lumo_gap_ev="8.9290 / 8.3182"
C -0.495 0.755 -1.170 -0.548
C 1.618 -0.757 -0.009 -1.213
C -0.953 -0.045 0.022 0.666
C 0.624 0.252 0.563 0.130
O -1.536 -1.280 -0.133 -0.498
N 0.292 1.472 -0.076 -0.415
N -1.647 0.912 0.807 -0.612
H -2.044 -1.469 0.669 0.349
H -1.132 1.166 1.643 0.298
H -1.261 1.373 -1.627 0.325
H 0.133 0.298 -1.935 0.239
H 0.791 0.367 1.640 0.368
H 2.633 -0.403 0.178 0.377
H 1.478 -1.709 0.503 0.281
H 1.501 -0.931 -1.075 0.253



No. 2
15
Properties=species:S:1:pos:R:3:mulliken_charge:R:1 method="wB97M-V/def2-TZVPD" homo_ha=-0.329 homo_lumo_gap_ev=9.9904 smiles="C=CN/C(C)=N/O"
C 0.982 2.249 0.741 -0.798
C 0.584 0.999 0.921 0.056
N 1.193 -0.197 0.192 -0.352
C 0.033 -0.708 -0.354 0.755
C -0.905 -1.484 0.524 -1.261
N -0.181 -0.403 -1.599 -0.553
O -1.316 -0.985 -2.159 -0.377
H 1.554 2.553 -0.122 0.252
H 0.901 2.963 1.545 0.249
H 0.003 0.690 1.777 0.269
H 1.814 0.136 -0.543 0.314
H -0.393 -1.817 1.425 0.376
H -1.277 -2.336 -0.046 0.394
H -1.763 -0.879 0.797 0.314
H -1.228 -0.780 -3.099 0.364



No. 3
15
Properties=species:S:1:pos:R:3:mulliken_charge:R:1 method="wB97M-V/def2-TZVPD" homo_ha=-0.315 homo_lumo_gap_ev=9.6462 smiles="C[C@@H]1C=CON1N"
C 1.724 0.456 -0.699 -1.342
C 0.506 0.267 0.205 0.413
C 0.342 -1.159 0.674 -0.472
C -0.742 -1.642 0.088 -0.396
O -1.371 -0.718 -0.708 -0.310
N -0.716 0.512 -0.569 -0.072
N -1.665 1.467 0.406 -0.550
H 1.711 -0.273 -1.506 0.302
H 2.636 0.328 -0.120 0.376
H 1.704 1.455 -1.123 0.356
H 0.550 0.984 1.030 0.321
H 1.014 -1.647 1.345 0.388
H -1.215 -2.604 0.106 0.469
H -2.414 1.746 -0.223 0.272
H -2.063 0.828 1.095 0.245



No. 4
15
Properties=species:S:1:pos:R:3:mulliken_charge:R:1 method="wB97M-V/def2-TZVPD" homo_ha=-0.371 homo_lumo_gap_ev=10.8317 smiles=CN[C@H](C#N)CO
C -1.814 0.771 0.631 -0.870
N -0.463 0.249 0.818 -0.318
C 0.237 -0.089 -0.382 0.241
C -0.122 -1.347 -1.136 0.053
N -0.676 -2.293 -1.506 -0.487
C 1.724 -0.286 -0.291 -0.443
O 2.424 0.644 0.508 -0.511
H -2.432 0.124 -0.007 0.321
H -2.294 0.865 1.610 0.322
H -1.778 1.774 0.186 0.292
H -0.475 -0.560 1.427 0.276
H 0.033 0.689 -1.133 0.284
H 1.633 -0.698 -1.494 0.196
H 2.135 -1.242 -0.012 0.289
H 1.869 1.399 0.781 0.354



No. 5
15
Properties=species:S:1:pos:R:3:mulliken_charge:R:1 method="wB97M-V/def2-TZVPD" homo_ha=-0.288 homo_lumo_gap_ev=8.8676
C 0.355 2.003 0.011 -0.931
C 0.130 0.729 0.319 0.712
C 1.018 -0.207 0.939 -0.662
C 0.933 -1.548 0.722 -0.082
N 0.572 -2.149 -0.445 -0.447
O -1.123 -0.002 -0.030 -0.301
N -2.019 0.566 -0.949 -0.506
H 1.306 2.448 0.234 0.271
H -0.385 2.646 -0.440 0.296
H 1.596 0.161 1.771 0.295
H 1.429 -2.216 1.433 0.334
H -0.062 -1.614 -1.024 0.260
H 0.311 -3.122 -0.378 0.235
H -1.493 1.025 -1.698 0.272
H -2.567 1.280 -0.467 0.255



No. 6
15
Properties=species:S:1:pos:R:3:mulliken_charge:R:1 method="wB97M-V/def2-TZVPD" homo_ha=-0.356 homo_lumo_gap_ev=10.6149
C 1.796 -0.019 0.451 -1.189
C 0.823 -0.365 -0.663 0.200
O 0.157 -1.635 -0.351 -0.436
C -0.999 -0.963 -0.043 0.278
N -1.998 -1.274 0.648 -0.664
C -0.570 0.335 -0.665 0.008
N -0.774 1.559 0.045 -0.585
H 1.220 0.374 1.293 0.291
H 2.520 0.741 0.147 0.319
H 2.357 -0.892 0.812 0.314
H 1.191 -0.313 -1.681 0.370
H -1.906 -2.217 1.020 0.274
H -0.954 0.382 -1.696 0.324
H -1.253 2.257 -0.508 0.240
H -1.299 1.392 0.895 0.256



No. 7
15
Properties=species:S:1:pos:R:3:lowdin_spin:R:1 method="wB97M-V/def2-TZVPD" multiplicity=3 homo_ha="-0.245 / -0.381" homo_lumo_gap_ev="7.7115 / 8.3326"
C -3.042 1.151 0.225 0.005
C -2.379 0.205 0.472 0.006
C 0.951 -1.815 -0.015 0.007
C 1.493 -0.386 -0.239 0.073
N 0.412 1.617 -0.029 0.472
N 0.449 0.450 0.384 0.717
O 1.258 2.225 -0.686 0.666
H -3.571 2.049 0.374 0.000
H -0.449 1.976 0.295 0.008
H -1.818 -0.678 0.330 0.002
H 0.584 -1.849 1.025 0.000
H 0.292 -2.157 -0.829 0.000
H 1.799 -2.458 -0.148 0.000
H 2.419 -0.088 0.248 0.028
H 1.602 -0.240 -1.409 0.016



No. 8
16
Properties=species:S:1:pos:R:3:mulliken_charge:R:1 method="wB97M-V/def2-TZVPD" homo_ha=-0.322 homo_lumo_gap_ev=8.2710
C -2.002 -0.632 0.486 -0.811
C -0.720 -1.220 -0.423 -0.225
C 0.498 -0.469 -0.716 -0.183
C 0.803 0.839 -0.271 0.423
H -3.067 -0.622 0.005 0.252
H -1.687 0.347 0.943 0.251
H -2.175 -1.451 1.381 0.271
H -0.811 -2.319 -0.819 0.300
H 1.634 -0.954 -1.187 0.255
H 2.852 1.538 0.705 0.339
H 2.369 -1.634 -0.321 0.427
H -1.507 2.547 0.176 0.356
N 2.309 0.805 -0.042 -0.222
N 0.234 1.896 0.064 -0.506
O 2.501 -0.504 0.399 -0.510
O -1.230 1.833 -0.382 -0.415



No. 9
16
Properties=species:S:1:pos:R:3:mulliken_charge:R:1 method="wB97M-V/def2-TZVPD" homo_ha=-0.341 homo_lumo_gap_ev=9.8124 smiles="C=NOCCC(N)=O"
C 0.841 -1.705 -2.185 -0.488
N 0.511 -1.061 -1.016 -0.270
O 0.520 0.105 -1.472 -0.092
C 0.410 1.126 -0.516 -0.193
C -0.857 1.020 0.364 -0.372
C -0.746 0.535 1.812 0.376
N -0.050 -0.682 2.033 -0.338
O -1.433 1.079 2.754 -0.640
H 0.937 -2.694 -1.810 0.365
H 0.633 -1.274 -3.235 0.238
H 0.204 2.070 -1.174 0.178
H 1.602 1.305 -0.133 0.252
H -1.311 2.117 0.412 0.261
H -1.537 0.183 -0.154 0.229
H -0.314 -0.967 2.949 0.238
H 0.590 -1.157 1.374 0.255



No. 10
16
Properties=species:S:1:pos:R:3:mulliken_charge:R:1 method="wB97M-V/def2-TZVPD" homo_ha=-0.308 homo_lumo_gap_ev=8.8201 smiles="[H]/N=C(/CO)CC(N)=O"
H 1.210 -2.615 -1.437 0.267
N 1.144 -1.605 -1.536 -0.593
C 0.720 -0.760 -0.740 0.273
C -0.838 0.166 -1.043 -0.522
O -0.497 1.510 -1.371 -0.540
C 1.111 -0.265 0.585 -0.380
C -0.254 -0.218 1.315 0.419
N -0.547 1.033 1.853 -0.459
O -0.774 -1.248 1.751 -0.613
H -1.775 0.184 -0.488 0.374
H -1.129 -0.373 -1.952 0.386
H 0.121 1.481 -2.118 0.324
H 1.830 -0.919 1.091 0.309
H 1.509 0.747 0.469 0.235
H -0.410 1.842 1.257 0.265
H -1.421 1.039 2.366 0.255



No. 11
16
Properties=species:S:1:pos:R:3:mulliken_charge:R:1 method="wB97M-V/def2-TZVPD" homo_ha=-0.313 homo_lumo_gap_ev=8.2000
C -2.490 -0.782 0.220 -0.780
C -1.079 0.738 -0.535 -0.128
C 0.055 0.127 -0.131 -0.452
C 2.620 -0.245 -0.009 -0.021
H -3.578 -1.073 0.131 0.217
H -1.858 -1.512 -0.392 0.305
H -2.142 -0.620 1.201 0.362
H -0.856 1.638 -1.168 0.390
H 0.007 -0.592 0.777 0.411
H 0.790 2.224 0.981 0.347
H 3.418 0.461 0.093 0.421
H 1.663 -1.851 -0.659 0.282
N 1.401 0.493 -0.028 0.131
N 2.716 -1.480 -0.258 -0.653
O -2.461 0.573 -0.244 -0.335
O 1.795 1.902 0.020 -0.495



No. 12
16
Properties=species:S:1:pos:R:3:mulliken_charge:R:1 method="wB97M-V/def2-TZVPD" homo_ha=-0.375 homo_lumo_gap_ev=10.7285 smiles="[H]/N=C(/C)OC.N#CO"
H 1.437 0.690 0.295 0.171
N 0.795 0.247 -0.353 -0.639
C -0.126 -0.476 0.131 0.888
C -1.101 -1.218 -0.727 -1.088
O -0.198 -0.917 1.428 -0.321
C 0.826 -0.591 2.346 -0.845
H -0.946 -0.991 -1.777 0.332
H -2.111 -0.924 -0.451 0.295
H -0.997 -2.289 -0.572 0.319
H 0.744 0.461 2.637 0.350
H 0.684 -1.240 3.208 0.225
H 1.837 -0.781 1.972 0.365
N -0.889 3.425 -1.658 -0.463
C -0.493 2.408 -2.036 0.537
O 0.061 1.396 -2.573 -0.532
H 0.479 0.800 -1.870 0.407



Taking the records one at a time from the top gives E values of -9300.1653, -9302.5235, -9301.9604, -9302.6526, -9302.3122, -9304.5233, -9296.6134, -11342.5077, -11348.1593, -11349.9239, -11345.3499, -11351.8912 eV.
Taking the records one at a time from the top gives energy relative to the best compared isomer or geometry (same formula, charge and spin) values of 600.90, 373.36, 427.70, 360.91, 393.76, 180.42, 390.75, 1119.72, 574.42, 404.16, 845.49, 214.35 kJ/mol.